(1)
C28H25N2O3PTi as an isolated structure, computed with ωB97M-V/def2-TZVPD.

The charge is +2. The orbital gap comes out at 6.315 eV. For the relative energy (zero: lowest compared OMol25 entry of this formula, charge and spin), the calculation gives 37.8 kJ/mol. The value obtained for the LUMO energy is -7.7 eV. As for the HOMO energy: -14.1 eV.

Each line ends with the Mulliken charge.
Positions of all 60 atoms, in Å:
Ti: -0.8741 -0.1681 0.5858  0.63
C: -5.4455 3.0383 1.7415  -0.97
O: -4.3580 2.2305 1.2770  -0.35
C: -4.4709 1.6655 0.0645  0.51
C: -5.5408 1.8198 -0.8134  -0.46
C: -5.5404 1.1984 -2.0588  -1.03
C: -4.4790 0.4174 -2.4574  -1.13
C: -3.3916 0.2347 -1.5916  0.67
C: -2.3077 -0.6136 -1.9806  -0.14
N: -1.2485 -0.8168 -1.2459  0.37
N: -0.3355 -1.7695 -1.6561  -1.08
C: 0.3472 -2.1950 -0.6410  0.32
O: 0.0690 -1.6631 0.5671  -0.61
C: 1.4018 -3.1843 -0.7824  0.65
C: 1.6165 -3.8160 -2.0112  -0.42
C: 2.6234 -4.7546 -2.1265  -0.70
C: 3.4207 -5.0641 -1.0306  -0.42
C: 3.2169 -4.4309 0.1896  -0.85
C: 2.2065 -3.4969 0.3178  -0.01
C: -3.4076 0.8448 -0.3210  0.73
O: -2.3725 0.6246 0.5138  -0.33
H: -5.1511 3.3968 2.7220  0.24
H: -5.6103 3.8915 1.0821  0.39
H: -6.3570 2.4459 1.8290  0.41
H: -6.3920 2.4217 -0.5301  0.50
H: -6.3880 1.3360 -2.7156  0.42
H: -4.4641 -0.0611 -3.4279  0.45
H: -2.3700 -1.1528 -2.9227  0.48
H: 0.9840 -3.5634 -2.8509  0.50
H: 2.7843 -5.2534 -3.0725  0.44
H: 4.1989 -5.8091 -1.1291  0.44
H: 3.8430 -4.6759 1.0367  0.44
H: 2.0237 -2.9990 1.2617  0.42
C: 0.3461 3.4756 0.7309  -1.53
P: 0.6874 1.7335 0.3505  2.09
C: 0.9656 0.8720 1.9632  0.18
C: 2.1467 0.2287 2.3095  -0.32
C: 2.1487 -0.7251 3.3223  -0.69
C: 0.9682 -1.0921 3.9530  -0.62
C: -0.2141 -0.4208 3.6622  -0.77
C: -0.2174 0.5783 2.6913  -0.34
C: 2.2115 1.6197 -0.6012  0.30
C: 2.8729 2.7432 -1.0906  -0.79
C: 4.0388 2.5829 -1.8234  -0.69
C: 4.5417 1.3145 -2.0747  -0.64
C: 3.8741 0.1903 -1.6026  -0.81
C: 2.7083 0.3421 -0.8764  0.24
H: 1.2463 3.9227 1.1499  0.49
H: -0.4669 3.5442 1.4518  0.43
H: 0.0572 3.9989 -0.1803  0.47
H: 3.0653 0.4629 1.7867  0.59
H: 3.0764 -1.2040 3.6075  0.48
H: 0.9715 -1.8812 4.6929  0.47
H: -1.1162 -0.6397 4.2189  0.50
H: -1.0976 1.2162 2.5945  0.69
H: 2.4927 3.7412 -0.9126  0.39
H: 4.5553 3.4540 -2.2024  0.42
H: 5.4568 1.1977 -2.6393  0.42
H: 4.2532 -0.8033 -1.8037  0.54
H: 2.1961 -0.5305 -0.5015  -0.06

---

(2)
C28H25N2OPdS2SbSe2 as an isolated structure, computed with ωB97M-V/def2-TZVPD.

The orbital gap comes out at 5.804 eV. For the relative energy (zero: lowest compared OMol25 entry of this formula, charge and spin), the calculation gives 68.3 kJ/mol. The value obtained for the LUMO energy is -0.4 eV. As for the HOMO energy: -6.2 eV.

Each line ends with the Mulliken charge.
Positions of all 62 atoms, in Å:
Pd: 0.6444 0.0262 1.1759  0.27
Se: 3.5814 0.9741 2.9712  0.12
Se: 4.8462 -1.3089 0.5377  -0.30
C: 2.5286 -1.9391 2.6048  0.69
C: 3.4053 -2.7663 3.2772  -0.76
C: 2.8369 -3.7541 4.0662  -0.40
C: 1.4542 -3.8661 4.1220  -0.70
C: 0.6786 -2.9781 3.3913  -0.55
N: 1.2152 -2.0206 2.6426  0.41
C: 2.7801 2.3468 1.8926  0.15
C: 3.5672 3.3761 1.3925  -0.72
C: 2.9529 4.3479 0.6194  -0.38
C: 1.5924 4.2446 0.3682  -0.58
C: 0.8980 3.1703 0.8991  -0.44
N: 1.4794 2.2323 1.6508  0.04
H: 4.4736 -2.6505 3.1580  0.43
H: 3.4663 -4.4343 4.6245  0.40
H: 0.9817 -4.6318 4.7217  0.41
H: -0.4044 -3.0238 3.4019  0.43
H: 4.6286 3.3944 1.5931  0.41
H: 3.5316 5.1649 0.2096  0.40
H: 1.0700 4.9791 -0.2294  0.45
H: -0.1660 3.0448 0.7321  0.57
S: 3.0510 -0.6258 1.4656  -0.19
O: 0.3670 0.4700 4.4130  -0.58
H: 0.2230 1.3079 3.9576  0.29
H: -0.4961 0.0463 4.3496  0.26
S: -1.9459 0.1710 1.6133  -0.69
Sb: -1.5301 0.0266 -0.6181  1.51
C: -1.5284 1.9118 -1.5733  0.63
C: -0.7246 2.2567 -2.6544  -0.49
C: -0.7724 3.5437 -3.1743  -0.77
C: -1.6243 4.4878 -2.6202  -0.48
C: -2.4353 4.1446 -1.5470  -0.58
C: -2.3868 2.8609 -1.0231  -0.70
C: 0.0956 -1.2041 -1.1804  0.17
C: 0.0176 -2.5432 -0.7941  -0.55
C: 1.0595 -3.4122 -1.0732  -0.71
C: 2.1903 -2.9524 -1.7348  -0.51
C: 2.2767 -1.6218 -2.1143  -0.92
C: 1.2343 -0.7466 -1.8413  0.31
C: -3.1823 -0.9303 -1.5426  0.48
C: -3.7907 -2.0078 -0.9080  -0.51
C: -4.8588 -2.6558 -1.5104  -0.64
C: -5.3289 -2.2214 -2.7423  -0.45
C: -4.7339 -1.1375 -3.3704  -0.61
C: -3.6605 -0.4919 -2.7713  -0.30
H: -0.0663 1.5301 -3.1117  0.46
H: -0.1430 3.8057 -4.0148  0.42
H: -1.6596 5.4900 -3.0272  0.40
H: -3.1037 4.8770 -1.1135  0.40
H: -3.0012 2.6041 -0.1670  0.43
H: -0.8498 -2.9067 -0.2530  0.29
H: 0.9942 -4.4464 -0.7603  0.42
H: 3.0145 -3.6244 -1.9322  0.38
H: 3.1713 -1.2531 -2.5971  0.42
H: 1.3400 0.2974 -2.1061  0.22
H: -3.4498 -2.3243 0.0719  0.34
H: -5.3303 -3.4945 -1.0147  0.39
H: -6.1656 -2.7246 -3.2093  0.37
H: -5.1061 -0.7910 -4.3258  0.39
H: -3.2024 0.3565 -3.2677  0.36